# C18H17GdN

A molecular structure, C18H17GdN in a non-equilibrium geometry (ωB97M-V with the def2-TZVPD basis set, OMol25).

CARTESIAN COORDINATES (ANGSTROEM)
C: 0.679 1.876 0.688
H: 1.879 -2.849 0.905
C: -2.170 -1.998 -2.271
C: -0.880 -2.530 -2.581
C: 1.485 0.002 2.028
C: 2.144 0.906 2.921
C: -0.018 -1.438 -2.923
C: 1.262 4.184 1.382
H: -0.607 -3.585 -2.571
H: -3.018 -0.784 1.325
H: -2.191 -3.642 0.916
H: 0.401 5.772 0.211
C: 2.097 2.265 2.691
C: -0.119 -3.490 0.456
H: -0.541 1.777 -1.128
N: -2.217 -1.098 0.765
Gd: -0.558 -1.217 -0.309
H: 1.808 4.856 2.048
H: 1.585 -3.394 -0.837
C: 1.146 -3.179 0.153
C: 0.798 0.502 0.955
H: 2.619 2.965 3.347
H: 2.680 0.514 3.783
C: -2.110 -0.578 -2.418
H: -0.420 0.772 -3.054
C: -1.209 -4.134 0.865
H: -2.944 0.114 -2.295
H: -0.758 4.241 -1.368
C: 0.497 4.694 0.341
C: -0.052 2.446 -0.405
H: 1.016 -1.518 -3.261
C: 1.355 2.793 1.604
C: -0.165 3.821 -0.553
H: 1.551 -1.071 2.222
C: -0.780 -0.230 -2.815
H: -1.192 -5.181 1.191
H: -3.052 -2.584 -2.009

Properties
* DFT total energy: -1516.227123 Ha
* spin multiplicity: 8
* molecular weight: 404.59 Da
* LUMO level (alpha / beta): 3.013 / 2.483 eV
* total charge: -1
* gap between HOMO and LUMO (alpha / beta): 4.9 / 6.8 eV
* strongest force on any atom: 4.71 eV/A
* HOMO level (alpha / beta): -0.068 / -0.160 hartree